[1]
The following is a DFT calculation (ωB97M-V with the def2-TZVPD basis set) of a single F2HOPS molecule.

Cartesian coordinates (Å):
O: -1.287 0.212 0.019
F: 0.728 0.686 1.272
F: 0.695 0.599 -1.042
P: 0.159 -0.332 0.164
S: 0.751 -2.189 0.042
H: -1.046 1.024 -0.456

For the HOMO energy, the calculation gives -10.4 eV. The net charge is 0. For the HOMO-LUMO gap, the calculation gives 10.6258 eV.

***

[2]
The following is a DFT calculation (ωB97M-V with the def2-TZVPD basis set) of a molecular structure, C2H3O2Pm.

Cartesian coordinates (Å):
C: -0.892 -0.435 0.373
C: -2.008 0.098 -0.110
O: -2.967 0.641 -0.453
H: -0.849 -0.616 1.450
Pm: 1.285 1.637 0.340
O: 2.359 -0.089 -0.621
H: -0.241 -1.057 -0.318
H: 3.312 -0.180 -0.661

For the HOMO energy (alpha / beta), the calculation gives -11.4 / -14.0 eV. The expectation value of S² is 8.76. As for the multiplicity: 6. The net charge is +1. For the HOMO-LUMO gap (alpha / beta), the calculation gives 6.4726 / 9.0685 eV.

***

[3]
The following is a DFT calculation (ωB97M-V with the def2-TZVPD basis set) of a molecular structure, C18H20Cl2N2O3.

Cartesian coordinates (Å):
O: -3.378 -2.557 1.388
C: -2.583 -2.087 0.422
N: -3.059 -1.470 -0.753
H: -2.509 -1.226 -1.426
C: -4.597 -1.688 -1.209
H: -4.865 -2.263 -1.856
C: -5.180 -0.221 -1.247
N: -5.653 0.641 -0.396
C: -6.359 1.879 -0.729
C: -5.310 2.949 -1.014
C: -4.430 3.441 0.160
C: -3.768 2.037 0.413
C: -4.685 0.678 0.707
H: -4.205 0.011 1.134
H: -5.320 1.167 1.547
H: -3.099 2.059 1.515
H: -2.987 1.456 -0.257
H: -3.679 3.952 -0.059
H: -4.819 3.717 0.946
H: -5.954 3.945 -1.097
H: -4.844 2.729 -2.001
H: -7.109 1.744 -1.305
H: -6.908 2.272 0.288
H: -4.317 0.482 -1.735
H: -5.905 -0.003 -2.383
H: -5.090 -1.860 -0.201
C: -1.258 -2.187 0.539
C: -0.405 -2.307 1.493
C: 0.798 -2.182 1.248
C: 0.790 -1.535 0.011
O: -0.517 -1.287 -0.485
O: 1.619 -1.035 -1.075
C: 2.827 -0.358 -0.497
C: 2.920 0.038 0.722
C: 4.103 0.727 1.067
C: 5.223 1.078 0.194
C: 5.032 0.324 -1.273
C: 3.826 -0.299 -1.183
H: 3.674 -0.707 -2.410
Cl: 6.166 0.543 -2.155
H: 6.185 1.287 0.581
Cl: 4.182 1.563 2.865
H: 2.042 0.091 1.493
H: 1.735 -2.516 1.683
H: -0.856 -2.923 2.339

For the HOMO energy, the calculation gives -7.2 eV. The net charge is 0. For the HOMO-LUMO gap, the calculation gives 6.7769 eV.

***

[4]
The following is a DFT calculation (ωB97M-V with the def2-TZVPD basis set) of a molecular structure, C40H45AsCl5N2PPtSSeSi.

Cartesian coordinates (Å):
Pt: -1.583 0.536 0.973
C: 1.771 -0.362 0.454
C: 2.197 1.034 0.860
As: 3.755 1.119 2.070
C: 3.217 -0.331 3.268
C: 3.338 -1.688 2.958
C: 2.849 -2.658 3.825
C: 2.231 -2.284 5.014
C: 2.116 -0.939 5.339
C: 2.613 0.033 4.472
C: 5.035 0.165 0.945
C: 4.997 0.319 -0.440
C: 5.956 -0.278 -1.252
C: 6.974 -1.034 -0.686
C: 7.032 -1.179 0.696
C: 6.073 -0.579 1.505
P: 0.125 -0.431 -0.326
C: 0.284 0.436 -1.907
C: -0.858 0.952 -2.512
C: -0.772 1.580 -3.746
C: 0.459 1.715 -4.377
C: 1.608 1.218 -3.770
C: 1.520 0.577 -2.539
C: 0.044 -2.200 -0.780
C: -0.708 -3.063 0.013
C: -0.743 -4.427 -0.260
C: -0.029 -4.938 -1.336
C: 0.726 -4.084 -2.135
C: 0.766 -2.724 -1.855
H: 1.620 -0.979 1.338
H: 2.521 -0.868 -0.154
H: 1.396 1.505 1.423
H: 2.393 1.683 0.003
H: 3.809 -1.992 2.032
H: 2.943 -3.707 3.568
H: 1.842 -3.041 5.687
H: 1.643 -0.638 6.267
H: 2.515 1.078 4.737
H: 4.219 0.921 -0.899
H: 5.908 -0.148 -2.328
H: 7.722 -1.502 -1.315
H: 7.829 -1.760 1.148
H: 6.133 -0.704 2.579
H: -1.809 0.894 -1.999
H: -1.668 1.989 -4.200
H: 0.528 2.220 -5.336
H: 2.573 1.330 -4.253
H: 2.420 0.186 -2.073
H: -1.284 -2.663 0.836
H: -1.338 -5.084 0.368
H: -0.058 -6.000 -1.553
H: 1.284 -4.479 -2.976
H: 1.348 -2.067 -2.493
C: -6.611 1.439 -2.661
C: -5.124 1.640 -2.426
N: -4.314 0.585 -3.047
C: -3.876 -0.540 -2.420
S: -4.010 -0.781 -0.755
N: -3.265 -1.421 -3.254
C: -2.781 -2.749 -2.859
C: -3.842 -3.829 -2.981
H: -7.184 2.256 -2.211
H: -6.942 0.500 -2.209
H: -6.849 1.413 -3.731
H: -4.892 1.633 -1.375
H: -4.779 2.596 -2.820
H: -4.334 0.553 -4.053
H: -3.364 -1.257 -4.243
H: -2.439 -2.670 -1.837
H: -1.909 -2.975 -3.475
H: -4.684 -3.603 -2.318
H: -3.428 -4.803 -2.694
H: -4.216 -3.910 -4.009
Cl: -3.026 -1.865 2.265
C: -2.071 -0.942 3.383
C: -1.411 0.198 2.912
C: -0.737 0.963 3.868
Cl: 0.037 2.439 3.409
C: -0.689 0.593 5.210
Cl: 0.140 1.581 6.353
C: -1.310 -0.575 5.636
Cl: -1.218 -1.060 7.286
C: -2.021 -1.345 4.714
Cl: -2.829 -2.776 5.224
C: 0.386 4.568 1.306
Si: -1.075 4.342 0.176
C: -0.434 4.036 -1.550
C: -2.089 5.902 0.197
Se: -2.600 2.696 0.667
H: 0.960 5.434 0.939
H: 1.053 3.699 1.294
H: 0.085 4.774 2.343
H: 0.224 4.863 -1.861
H: -1.256 3.956 -2.275
H: 0.143 3.099 -1.597
H: -1.480 6.760 -0.125
H: -2.471 6.103 1.206
H: -2.951 5.821 -0.477

For the HOMO energy (alpha / beta), the calculation gives -7.2 / -7.2 eV. The net charge is 0. For the HOMO-LUMO gap (alpha / beta), the calculation gives 6.2318 / 6.2329 eV.

***

[5]
The following is a DFT calculation (ωB97M-V with the def2-TZVPD basis set) of a single C2H2N2O3 molecule.

Cartesian coordinates (Å):
C: 0.850 -0.344 0.321
C: -0.185 -0.151 -1.498
H: -0.961 0.833 2.172
H: 1.578 -0.902 0.945
N: -0.481 -0.120 0.725
N: 1.084 -0.410 -0.893
O: -0.332 1.038 1.343
O: -0.390 -0.049 -2.613
O: -1.163 0.106 -0.503

For the HOMO energy, the calculation gives -10.7 eV. The net charge is 0. For the HOMO-LUMO gap, the calculation gives 10.6232 eV.

***

[6]
The following is a DFT calculation (ωB97M-V with the def2-TZVPD basis set) of 11 unconnected molecules or ions with the total composition C28H57N3O8S2.

Cartesian coordinates (Å):
C: -0.156 -2.807 4.404
C: -0.950 -2.593 3.199
N: -1.571 -2.425 2.246
H: -0.426 -3.744 4.883
H: -0.278 -1.980 5.103
H: 0.889 -2.758 4.105
C: -5.929 2.420 1.158
C: -5.227 2.777 2.375
N: -4.656 3.041 3.336
H: -6.876 1.940 1.384
H: -5.292 1.734 0.595
H: -6.082 3.304 0.540
C: -0.571 0.236 0.769
C: -1.926 0.430 0.257
N: -2.976 0.662 -0.149
H: -0.039 1.181 0.650
H: -0.050 -0.542 0.216
H: -0.662 -0.016 1.821
C: 3.326 -2.532 2.459
S: 2.909 -0.799 2.334
O: 1.582 -0.693 3.006
C: 4.112 -0.231 3.516
H: 4.033 -2.882 1.707
H: 2.393 -3.055 2.269
H: 3.713 -2.781 3.447
H: 3.788 -0.520 4.514
H: 4.283 0.837 3.417
H: 5.063 -0.719 3.282
C: 2.849 2.743 1.478
S: 4.612 2.990 1.246
O: 5.108 1.711 0.676
C: 4.449 4.126 -0.119
H: 2.697 2.224 2.421
H: 2.504 2.152 0.630
H: 2.286 3.678 1.492
H: 4.095 5.099 0.225
H: 3.745 3.731 -0.858
H: 5.399 4.260 -0.634
C: -0.037 3.793 -4.182
C: 0.137 2.612 -3.269
O: 1.029 2.582 -2.450
C: -0.900 1.516 -3.340
H: 0.810 4.471 -4.125
H: -0.956 4.315 -3.901
H: -0.164 3.462 -5.215
H: -1.472 1.540 -4.266
H: -1.572 1.655 -2.488
H: -0.432 0.540 -3.228
C: -4.779 -2.171 1.714
C: -5.403 -1.159 2.639
O: -6.504 -0.702 2.433
C: -4.614 -0.759 3.865
H: -5.558 -2.622 1.098
H: -4.207 -2.931 2.234
H: -4.117 -1.651 1.015
H: -5.252 -0.734 4.748
H: -4.224 0.253 3.728
H: -3.791 -1.448 4.052
C: 2.342 -0.355 -3.561
C: 2.351 -0.551 -2.061
O: 1.553 -1.269 -1.493
C: 3.404 0.202 -1.317
H: 3.069 -1.039 -4.003
H: 2.716 0.660 -3.717
H: 1.362 -0.459 -4.012
H: 3.328 -0.034 -0.261
H: 3.148 1.259 -1.436
H: 4.415 0.032 -1.681
C: 2.382 -4.661 -2.173
C: 2.504 -4.533 -0.661
O: 3.571 -4.644 -0.105
C: 1.215 -4.269 0.087
H: 1.344 -4.888 -2.391
H: 3.058 -5.437 -2.520
H: 2.667 -3.694 -2.590
H: 1.347 -4.621 1.110
H: 0.407 -4.838 -0.368
H: 0.996 -3.200 0.090
C: -1.707 3.768 -0.414
C: -1.322 5.142 0.057
O: -1.774 5.636 1.062
C: -0.357 5.898 -0.828
H: -2.067 3.840 -1.442
H: -2.450 3.340 0.250
H: -0.811 3.142 -0.383
H: 0.160 6.649 -0.231
H: -0.952 6.438 -1.570
H: 0.357 5.242 -1.324
C: -1.077 -4.408 -3.570
C: -1.648 -3.948 -2.246
O: -2.090 -4.742 -1.448
C: -1.676 -2.468 -1.955
H: -1.784 -4.204 -4.374
H: -0.958 -5.491 -3.509
H: -0.104 -3.958 -3.755
H: -2.046 -2.314 -0.944
H: -2.349 -1.950 -2.648
H: -0.689 -2.030 -2.125

For the HOMO energy, the calculation gives -9.0 eV. The net charge is 0. For the HOMO-LUMO gap, the calculation gives 9.2634 eV.